ORCA calculation (wB97M-V/def2-TZVPD) on one molecule with the formula C5H6O2.

The geometry in XYZ format:
```
13
C5H6O2 (wB97M-V/def2-TZVPD)
O -1.029 0.821 -1.795
O 1.408 -0.372 -0.959
C 0.041 -1.025 0.581
C 1.244 0.183 0.149
C 1.342 -0.849 1.267
C -1.635 0.606 -0.542
C -0.863 -0.185 0.417
H 1.061 1.268 0.263
H 2.221 -1.456 1.073
H -0.455 0.071 -2.017
H -1.857 1.599 -0.140
H 1.100 -0.715 2.322
H -2.578 0.055 -0.618
```

The largest force on an atom is 0.0449 hartree/bohr. The charge is 0. The calculation puts the gap between HOMO and LUMO at 9.94 eV. As for the energy: -9371.89438 eV. Its energy relative to the best compared isomer or geometry (same formula, charge and spin) is 119.9 kcal/mol. Its spin multiplicity is 1. The calculation puts the LUMO energy at 0.615 eV.

natural (NBO) population analysis, charges in e, atoms 1 to 6:
1. O -0.706
2. O -0.653
3. C 0.062
4. C 0.341
5. C -0.491
6. C -0.148

ORCA calculation (wB97M-V/def2-TZVPD) on a 2-piece molecular cluster, C6H14BrN2 overall.

The geometry in XYZ format:
```
23
C6H14BrN2 (wB97M-V/def2-TZVPD)
Br -5.174 -0.550 0.774
N 0.696 0.148 -0.053
N -0.119 -1.873 0.070
C -1.794 0.023 0.055
C 0.698 1.513 -0.235
C 1.308 -2.140 -0.360
C 1.883 -0.694 -0.411
C 1.635 2.245 0.810
C -0.400 -0.579 -0.023
H 1.443 1.667 1.734
H 1.451 3.306 0.858
H -0.757 -2.605 -0.097
H 1.618 -2.881 0.409
H -2.431 -0.695 -0.368
H -2.217 0.260 1.115
H 2.271 -0.515 -1.475
H 1.270 -2.491 -1.391
H 2.621 -0.237 0.340
H 2.655 2.188 0.594
H -0.214 2.038 -0.237
H -5.764 -0.778 -0.445
H -1.870 0.964 -0.533
H 1.189 1.685 -1.129
```

The largest force on an atom is 0.0903 hartree/bohr. The charge is +1. The calculation puts the gap between HOMO and LUMO at 10.57 eV. As for the energy: -79464.74431 eV. Its energy relative to the best compared isomer or geometry (same formula, charge and spin) is 10.1 kcal/mol. Its spin multiplicity is 1. The calculation puts the LUMO energy at -3.209 eV.

natural (NBO) population analysis, charges in e, atoms 1 to 6:
1. Br -0.200
2. N -0.330
3. N -0.527
4. C -0.692
5. C -0.234
6. C -0.238

ORCA calculation (wB97M-V/def2-TZVPD) on C34H37BrN2O6P2S2V as an isolated structure.

The geometry in XYZ format:
```
85
C34H37BrN2O6P2S2V (wB97M-V/def2-TZVPD)
Br 0.652 7.543 1.497
V 1.254 0.491 -0.620
S 0.110 -0.632 1.245
S -0.626 -0.744 -1.880
P 3.059 -1.141 -0.415
P -1.363 -0.985 -0.049
O 2.014 2.571 0.356
O 4.400 1.853 -2.559
O -2.109 -2.348 0.242
O -2.590 0.031 0.109
O 2.425 0.901 -2.141
O -0.278 2.015 -0.575
N -3.089 2.631 -0.660
N -3.325 4.801 -1.151
C -4.334 2.759 -1.244
C -6.623 3.676 -2.426
C -1.021 -3.964 1.701
C 3.616 -1.539 1.275
C -1.617 -3.717 0.330
C -1.198 4.209 -0.122
C -2.535 3.895 -0.648
C 3.138 -2.714 -1.334
C 3.726 0.984 -2.049
C -3.586 0.130 1.180
C 4.067 -4.873 -1.875
C 3.190 -2.708 1.905
C -0.663 -4.047 -0.794
C -5.321 1.824 -1.540
C 0.307 5.802 0.844
C 3.380 2.941 0.568
C -0.939 5.499 0.353
C -0.168 3.288 -0.114
C 4.384 -0.167 -1.251
C 1.339 4.865 0.885
C 3.256 -4.949 -3.000
C 3.451 -2.926 3.250
C -5.633 4.593 -2.137
C -2.929 0.304 2.532
C 2.338 -2.794 -2.472
C 2.399 -3.903 -3.304
C 4.017 -3.759 -1.052
C 1.097 3.596 0.400
C 4.552 -0.802 3.382
C -4.584 -1.009 1.136
C 4.138 -1.977 3.992
C 4.283 -0.584 2.040
C -6.468 2.311 -2.134
C -4.467 4.120 -1.536
H 5.118 0.230 -0.548
H 0.255 -3.465 -0.705
H -4.933 -1.179 0.118
H 1.771 -3.947 -4.184
H -7.539 4.010 -2.893
H 4.932 -0.788 -1.961
H 3.543 3.216 1.611
H -1.726 -3.697 2.489
H 2.297 5.143 1.292
H -0.777 -5.022 1.796
H -0.112 -3.377 1.838
H -2.193 1.107 2.513
H -3.698 0.554 3.266
H 4.341 -2.148 5.041
H -4.160 -1.934 1.518
H -1.109 -3.846 -1.767
H 5.082 -0.051 3.952
H 3.110 -3.841 3.717
H 4.751 -5.679 -1.643
H 4.603 0.346 1.589
H -2.536 -4.293 0.214
H -1.013 1.793 -1.168
H -5.184 0.770 -1.339
H 2.635 -3.453 1.351
H -0.399 -5.104 -0.735
H 3.300 -5.820 -3.641
H -4.106 1.051 0.913
H -5.743 5.643 -2.368
H -1.731 6.232 0.321
H -5.441 -0.738 1.755
H -2.751 1.767 -0.255
H -7.264 1.625 -2.390
H 3.658 3.757 -0.099
H 4.680 -3.702 -0.198
H 1.661 -1.978 -2.707
H 3.980 2.077 0.307
H -2.430 -0.609 2.856
```

The largest force on an atom is 0.0174 hartree/bohr. The charge is 0. The calculation puts the gap between HOMO and LUMO (alpha / beta) at 7.30 / 6.64 eV. As for the energy: -187107.00632 eV. Its energy relative to the best compared isomer or geometry (same formula, charge and spin) is 5.6 kcal/mol. Its spin multiplicity is 2. The calculation puts the LUMO energy (alpha / beta) at 0.182 / 0.181 eV.

Mulliken population analysis, charges in e, atoms 1 to 6:
1. Br -0.211
2. V 0.560
3. S -0.658
4. S -0.770
5. P 2.504
6. P 1.203

ORCA calculation (wB97M-V/def2-TZVPD) on C18H18BaIO as an isolated structure.

The geometry in XYZ format:
```
39
C18H18BaIO (wB97M-V/def2-TZVPD)
Ba -1.813 -0.152 0.584
I -3.939 -4.570 3.088
O 1.117 0.505 -0.152
C -1.571 0.376 3.512
C -0.197 0.216 3.179
C 0.023 -1.149 2.861
C 2.994 4.179 -2.307
C -2.200 -0.893 3.398
C 2.855 3.434 -1.132
C -2.454 -1.730 -1.948
C -1.208 -1.829 3.011
C 2.413 2.211 -3.621
C -3.497 -2.510 -0.031
C 2.525 2.086 -1.226
C 2.844 3.558 -3.557
C 2.275 1.352 0.015
C -2.182 -3.066 -0.082
C 2.263 1.480 -2.452
C -3.668 -1.671 -1.181
C 2.426 -0.161 0.168
C -1.529 -2.574 -1.258
H -0.496 -2.871 -1.531
H -4.567 -1.126 -1.526
H 0.592 0.974 3.225
H 2.993 4.175 -4.480
H 3.028 -0.629 -0.601
H -1.392 -2.904 2.937
H 2.999 3.846 -0.157
H 2.306 1.755 -4.601
H 0.985 -1.616 2.624
H -1.876 -3.833 0.653
H -3.248 -1.131 3.609
H 1.900 0.459 -2.543
H 2.386 -0.599 1.159
H 3.317 5.214 -2.221
H -4.286 -2.701 0.715
H 2.148 1.905 0.948
H -2.031 1.302 3.869
H -2.235 -1.312 -2.947
```

The largest force on an atom is 0.0582 hartree/bohr. The charge is -1. The calculation puts the gap between HOMO and LUMO at 4.85 eV. As for the energy: -29800.63211 eV. Its energy relative to the best compared isomer or geometry (same formula, charge and spin) is 0.0 kcal/mol. Its spin multiplicity is 1. The calculation puts the LUMO energy at 1.552 eV.

natural (NBO) population analysis, charges in e, atoms 1 to 6:
1. Ba 1.798
2. I -0.972
3. O -0.546
4. C -0.436
5. C -0.417
6. C -0.404

ORCA calculation (wB97M-V/def2-TZVPD) on C4H6O2 as an isolated structure.

The geometry in XYZ format:
```
12
C4H6O2 (wB97M-V/def2-TZVPD)
O -1.200 0.641 0.693
O 2.345 -1.286 0.537
C -1.024 -0.509 -0.132
C -0.156 1.277 -0.065
C 1.254 -0.777 0.607
C 0.417 -0.117 -0.473
H -1.394 -1.440 0.313
H -0.622 1.878 -0.869
H -1.451 -0.371 -1.121
H 0.501 1.911 0.528
H 0.746 -0.304 -1.503
H 0.584 -0.902 1.484
```

The largest force on an atom is 0.0237 hartree/bohr. The charge is 0. The calculation puts the gap between HOMO and LUMO at 10.57 eV. As for the energy: -8337.98169 eV. Its energy relative to the best compared isomer or geometry (same formula, charge and spin) is 57.2 kcal/mol. Its spin multiplicity is 1. The calculation puts the LUMO energy at 0.927 eV.

natural (NBO) population analysis, charges in e, atoms 1 to 6:
1. O -0.523
2. O -0.505
3. C -0.067
4. C -0.053
5. C 0.440
6. C -0.369

Look up the energy relative to the best compared isomer or geometry (same formula, charge and spin) of the fifth one.
57.2 kcal/mol

Among the records above, which one has the highest largest force on an atom?
C6H14BrN2

Which of these has the lowest largest force on an atom?
C34H37BrN2O6P2S2V

Which of these has the highest largest force on an atom?
C6H14BrN2